1.
C7H9N5 | ωB97M-V with the def2-TZVPD basis set

XYZ file:
```
21
C7H9N5, DFT ωB97M-V with the def2-TZVPD basis set
C 0.16 -2.21 0.23
C -1.63 0.83 0.14
C -0.68 0.21 -0.76
C -1.56 2.31 0.41
C 1.41 -0.31 1.27
C 1.79 -1.11 -1.13
C 0.87 -1.00 0.08
N -0.34 -3.20 0.53
N -1.97 0.01 1.26
N -2.87 0.12 0.45
N -0.18 0.75 -2.03
N -0.88 -0.26 -2.08
H -2.57 2.71 0.69
H -1.32 2.57 -0.69
H -0.75 2.54 1.12
H 1.40 0.84 1.32
H 2.38 -0.71 1.49
H 0.68 -0.76 2.07
H 1.89 -0.19 -1.67
H 2.82 -1.37 -0.89
H 1.38 -1.79 -1.82
```

The calculation puts the highest occupied orbital energy at -9.400 eV. The molecular weight comes out at 163.18 g/mol. The value obtained for the max |F| is 5.212 eV Å⁻¹. The HOMO-LUMO gap comes out at 9.27 eV. The charge is 0.

These are the Löwdin partial charges, in e, on atoms 1 to 5: -0.26 -0.56 -0.27 -0.02 -0.06



2.
C7H9N5S | ωB97M-V with the def2-TZVPD basis set

XYZ file:
```
22
C7H9N5S, DFT ωB97M-V with the def2-TZVPD basis set
C 1.43 1.97 1.51
C 0.42 0.98 2.22
C 0.73 -0.46 1.66
C 1.25 -0.54 -0.73
C -0.53 -0.50 -2.35
C -2.31 -0.93 -3.19
C -0.99 -0.64 -0.02
H 1.40 2.89 1.98
H 2.50 1.51 1.46
H 0.97 1.97 0.45
H 0.47 0.96 3.30
H -0.63 1.42 1.87
H 1.72 -0.69 1.51
H 0.42 -1.48 2.12
H 2.43 -0.57 -0.53
H -3.15 -1.13 -4.01
N 0.32 -0.72 0.32
N 0.82 -0.41 -1.94
N -0.94 -0.97 -3.55
N -2.70 -0.84 -1.88
N -1.46 -0.42 -1.31
S -2.16 -1.39 1.12
```

The calculation puts the highest occupied orbital energy at -8.513 eV. The molecular weight comes out at 195.25 g/mol. The value obtained for the max |F| is 6.355 eV Å⁻¹. The HOMO-LUMO gap comes out at 8.02 eV. The charge is 0.

These are the Löwdin partial charges, in e, on atoms 1 to 5: -0.10 -0.19 -0.23 -0.10 -0.34



3.
C7H9NO | ωB97M-V with the def2-TZVPD basis set

XYZ file:
```
18
C7H9NO, DFT ωB97M-V with the def2-TZVPD basis set
C 2.55 -1.80 -1.12
C 1.64 -1.02 -0.99
C -2.02 -0.41 -1.07
C 0.76 0.14 -0.93
C -0.11 0.40 0.29
C -0.45 1.83 0.62
C 0.24 -0.52 1.45
N -0.74 -0.14 -0.90
O -2.74 -1.00 -1.82
H 3.08 -2.64 -0.88
H -2.38 -0.06 -0.12
H 1.12 0.84 -1.73
H -0.56 2.58 -0.26
H 0.11 2.28 1.46
H -1.45 1.91 0.91
H 1.20 -0.26 2.03
H 0.29 -1.56 0.94
H -0.53 -0.57 2.15
```

The calculation puts the highest occupied orbital energy at -9.557 eV. The molecular weight comes out at 123.15 g/mol. The value obtained for the max |F| is 4.584 eV Å⁻¹. The HOMO-LUMO gap comes out at 10.15 eV. The charge is 0.

These are the Löwdin partial charges, in e, on atoms 1 to 5: 0.14 -0.09 -0.38 -0.12 -0.47



4.
C7H9NO | ωB97M-V with the def2-TZVPD basis set

XYZ file:
```
18
C7H9NO, DFT ωB97M-V with the def2-TZVPD basis set
N -1.43 0.13 2.98
O -2.14 2.73 0.00
C -1.30 1.86 0.35
C -1.02 0.41 1.93
C -0.51 0.90 0.70
C 1.61 -0.39 0.62
C 0.50 0.46 -1.59
C -0.59 -1.38 -0.28
C 0.25 -0.05 -0.12
H 2.22 0.53 0.65
H 1.33 -0.72 1.62
H 1.95 -1.25 0.09
H 1.04 1.44 -1.72
H 1.06 -0.21 -2.22
H -0.41 0.66 -2.04
H -0.67 -1.95 0.68
H -1.60 -1.10 -0.61
H -0.30 -2.08 -1.02
```

The calculation puts the highest occupied orbital energy at -9.768 eV. The molecular weight comes out at 123.15 g/mol. The value obtained for the max |F| is 9.470 eV Å⁻¹. The HOMO-LUMO gap comes out at 9.52 eV. The charge is 0.

These are the Löwdin partial charges, in e, on atoms 1 to 5: 0.19 0.14 -0.02 -0.21 -0.22



5.
C7H9NO | ωB97M-V with the def2-TZVPD basis set

XYZ file:
```
18
C7H9NO, DFT ωB97M-V with the def2-TZVPD basis set
C -0.78 1.72 -0.81
C -0.79 1.08 0.37
C 1.65 0.58 -0.07
C 0.11 0.85 -1.59
C 0.11 -0.01 -0.24
C -0.46 -1.73 1.54
C -0.34 -1.38 0.04
N 1.46 1.34 -1.18
O 2.56 0.40 0.71
H -1.23 2.73 -1.07
H -1.41 0.93 1.24
H -0.21 0.55 -2.54
H -1.21 -0.94 2.07
H 0.54 -1.82 2.06
H -0.85 -2.79 1.57
H -1.33 -1.41 -0.28
H 0.13 -2.28 -0.47
H 2.04 2.18 -1.35
```

The calculation puts the highest occupied orbital energy at -8.847 eV. The molecular weight comes out at 123.15 g/mol. The value obtained for the max |F| is 4.522 eV Å⁻¹. The HOMO-LUMO gap comes out at 9.73 eV. The charge is 0.

These are the Löwdin partial charges, in e, on atoms 1 to 5: -0.07 0.02 -0.40 -0.14 -0.27



6.
C7H9NO2 | ωB97M-V with the def2-TZVPD basis set

XYZ file:
```
19
C7H9NO2, DFT ωB97M-V with the def2-TZVPD basis set
C 0.62 -1.65 -0.56
C 0.29 -0.42 -1.20
C 0.14 -2.22 0.61
C 0.57 0.64 1.59
C -1.44 -0.62 1.45
C 0.25 0.82 -0.77
C -0.11 1.97 -1.78
N -1.00 -1.75 1.20
O -0.80 0.49 1.85
O 0.68 1.38 0.39
H 1.20 -2.24 -1.21
H 0.18 -0.47 -2.25
H 0.50 -3.09 0.94
H 0.97 1.16 2.43
H 1.09 -0.34 1.73
H -2.46 -0.42 1.66
H 0.66 2.61 -1.75
H -0.95 2.49 -1.45
H -0.39 1.67 -2.91
```

The calculation puts the highest occupied orbital energy at -7.707 eV. The molecular weight comes out at 139.15 g/mol. The value obtained for the max |F| is 5.919 eV Å⁻¹. The HOMO-LUMO gap comes out at 8.62 eV. The charge is 0.

These are the Löwdin partial charges, in e, on atoms 1 to 5: -0.08 -0.08 -0.13 -0.17 -0.22



7.
C7H9NO3 | ωB97M-V with the def2-TZVPD basis set

XYZ file:
```
20
C7H9NO3, DFT ωB97M-V with the def2-TZVPD basis set
C 1.85 1.00 -0.40
C 0.87 2.00 -0.11
C 1.54 -0.31 -0.56
C -0.42 1.61 0.04
C 0.10 -0.79 -0.51
C -0.87 0.21 -0.04
C 0.19 -1.99 0.39
N -2.27 0.04 -0.40
O -2.59 -0.95 -1.07
O -3.09 0.89 -0.10
O -0.98 0.06 2.00
H 2.83 1.39 -0.67
H 1.24 2.97 -0.08
H 2.26 -1.00 -0.94
H -1.18 2.33 0.16
H -0.05 -1.17 -1.58
H -0.72 -2.23 0.82
H 0.95 -1.85 1.16
H 0.57 -2.85 -0.22
H -0.23 0.64 2.12
```

The calculation puts the highest occupied orbital energy at -9.103 eV. The molecular weight comes out at 155.15 g/mol. The value obtained for the max |F| is 4.176 eV Å⁻¹. The HOMO-LUMO gap comes out at 7.48 eV. The charge is 0.

These are the Löwdin partial charges, in e, on atoms 1 to 5: -0.08 -0.04 -0.03 -0.02 -0.31



8.
C7H9NOS | ωB97M-V with the def2-TZVPD basis set

XYZ file:
```
19
C7H9NOS, DFT ωB97M-V with the def2-TZVPD basis set
C -0.88 -1.85 2.11
C -1.62 -0.68 1.85
C 0.15 -2.19 1.25
C -1.28 0.29 0.94
C 0.56 -1.22 0.36
C -0.16 0.01 0.08
C -0.32 2.02 -1.32
N 0.27 0.78 -1.01
O 2.96 0.30 -2.74
S 2.78 0.88 -1.19
H -1.24 -2.38 2.87
H -2.54 -0.50 2.32
H 0.68 -3.15 1.32
H -1.81 1.28 0.73
H 1.53 -1.39 -0.08
H -0.10 2.22 -2.40
H -1.35 1.95 -1.23
H 0.13 2.90 -0.68
H 2.24 0.73 -3.18
```

The calculation puts the highest occupied orbital energy (spin up / spin down) at -8.016 / -8.055 eV. The molecular weight comes out at 155.22 g/mol. The value obtained for the max |F| is 4.552 eV Å⁻¹. The HOMO-LUMO gap (spin up / spin down) comes out at 6.71 / 7.34 eV. The charge is 0.

These are the Löwdin partial charges, in e, on atoms 1 to 5: -0.06 -0.09 -0.08 -0.02 -0.04



9.
C7H9OP | ωB97M-V with the def2-TZVPD basis set

XYZ file:
```
18
C7H9OP, DFT ωB97M-V with the def2-TZVPD basis set
C -2.43 -1.75 0.11
C -2.51 -1.19 -1.21
C -2.17 -0.93 1.19
C -2.27 0.17 -1.36
C -1.92 0.44 1.01
C -1.91 0.97 -0.31
C 2.87 0.47 0.51
O -1.27 3.35 0.61
P -1.66 2.73 -0.67
H -2.55 -2.80 0.18
H -2.61 -1.84 -2.02
H -1.98 -1.35 2.12
H -1.90 0.29 -2.43
H -1.28 0.98 1.72
H 2.25 -0.34 0.15
H 2.95 0.37 1.57
H 2.45 1.40 0.36
H 3.85 0.58 0.08
```

The calculation puts the highest occupied orbital energy (spin up / spin down) at -7.103 / -9.673 eV. The molecular weight comes out at 140.12 g/mol. The value obtained for the max |F| is 3.812 eV Å⁻¹. The HOMO-LUMO gap (spin up / spin down) comes out at 7.96 / 6.88 eV. The expectation value of S² is 2.0190. As for the spin multiplicity: 3. The charge is 0.

These are the Löwdin partial charges, in e, on atoms 1 to 5: -0.07 -0.07 -0.08 -0.17 -0.07